Entry from OMol25: a 2-piece molecular cluster, C7H7N3O overall at a distorted geometry (ωB97M-V/def2-TZVPD).

```
18
Properties=species:S:1:pos:R:3:forces:R:3:mulliken_charge:R:1
C -2.1371 -0.4369 -1.1726 -1.66 0.33 -1.65 0.469
C -0.0827 -0.7963 -0.8346 -5.54 2.35 0.59 0.273
C 1.0163 -1.2902 -0.4267 8.37 -0.88 2.68 -0.495
C 1.9776 -0.4890 0.4159 -3.83 2.28 -1.07 -0.713
C 1.6408 0.8448 0.9713 0.17 -4.16 -0.30 0.685
C 0.3429 1.2807 0.5934 2.00 3.05 1.91 -0.857
C -0.3333 0.4773 -0.2084 -4.74 -2.52 -3.19 0.662
H -4.2312 -0.3165 -1.0235 2.89 -0.48 -3.46 0.317
H -3.2859 -1.2335 -2.6645 -1.13 3.36 3.81 0.343
H 1.4482 -2.2337 -0.7050 -0.25 -0.48 -0.19 0.371
H 2.9626 -0.8065 0.4040 1.74 -0.83 0.66 0.473
H 1.9829 2.1242 2.5639 0.23 -0.85 -0.11 0.252
H 2.6324 0.2606 2.8482 -0.74 4.97 -2.94 0.339
H 0.0278 2.3184 0.9180 -0.19 -1.59 -0.32 0.264
N -3.3703 -0.3230 -1.8345 -1.79 -3.06 0.35 -0.568
N -1.3217 -1.3662 -1.3733 3.69 -0.72 -0.09 -0.656
N 2.4670 1.3763 2.0441 -0.11 -4.16 1.48 -0.699
O -1.7364 0.6094 -0.5156 0.89 3.39 1.82 -0.458
```
Forces are in eV/Å.

## Properties
orbital gap = 8.3 eV
strongest force on any atom = 8.8 eV/A
2S+1 = 1
ΔE to the lowest compared entry with this formula, charge and spin = 5.212 eV
DFT total energy = -13885.77194 eV

Entry from OMol25: a 4-piece molecular cluster, C27H63N9O5P3 overall at a distorted geometry (ωB97M-V/def2-TZVPD).

```
107
Properties=species:S:1:pos:R:3:forces:R:3:mulliken_charge:R:1
C -8.2856 0.4999 -4.2093 -1.24 1.27 -0.88 -0.695
C -9.7106 1.3542 -4.0668 -2.66 1.15 0.53 0.452
C -9.6616 3.0100 -4.0219 -3.97 -2.08 0.08 -0.501
C -11.0767 3.8746 -3.9277 -0.24 -3.94 0.06 -0.367
C -12.5216 3.0840 -3.8525 4.38 -2.42 -0.29 -0.492
C -12.5075 1.4430 -3.8738 1.84 0.57 0.05 0.283
C -13.9596 0.6145 -3.8223 1.18 0.42 -0.92 -0.374
C -13.7642 -0.6285 -4.9231 0.60 -3.77 -3.38 0.381
O -13.8233 -0.2549 -6.2159 0.13 -1.37 6.25 -0.672
O -13.4951 -2.0301 -4.5157 -1.34 7.49 -1.20 -0.746
C -11.1367 0.5051 -3.9718 0.79 5.85 0.11 -0.442
H -8.4770 -0.2935 -5.0589 0.50 1.39 1.93 0.291
H -7.5061 1.2810 -4.6458 -1.37 -1.80 1.19 0.143
H -7.9482 0.0159 -3.1946 -0.61 1.00 -2.16 0.242
H -8.6192 3.5402 -4.0797 -2.30 -1.08 0.11 0.210
H -11.0821 5.0606 -3.8938 0.17 -2.82 -0.11 0.221
H -13.5393 3.6623 -3.7968 2.26 -1.30 -0.15 0.233
H -14.7882 1.3668 -4.2376 1.77 -1.82 0.98 0.265
H -14.1964 0.2325 -2.7419 0.53 0.73 -2.10 0.255
H -11.1282 -0.6650 -3.9731 -0.39 2.52 -0.10 0.308
O -4.7371 -0.5403 -3.1475 1.33 -3.52 1.27 -0.890
P -3.1946 -0.4325 -3.2277 -1.30 6.32 -2.52 0.840
N -3.1552 1.0029 -2.2975 0.65 1.31 2.01 0.301
C -3.6330 2.2883 -2.7783 0.14 0.01 -0.44 -1.077
C -3.6429 0.8096 -0.9267 0.12 -0.40 -0.15 -1.160
N -3.1717 -0.1604 -4.9118 0.07 -1.32 -1.79 0.285
C -3.0511 1.1252 -5.5599 0.79 0.13 0.25 -1.084
C -4.0269 -1.0383 -5.7071 -0.51 -0.22 0.48 -0.996
N -1.4213 -0.3086 -3.3199 -0.47 -1.83 0.41 0.229
C -0.5496 0.5050 -2.4934 0.17 0.08 0.94 -1.022
C -0.6941 -1.2726 -4.1316 -0.01 -0.55 -0.11 -1.104
H -3.6017 3.0511 -1.9905 -0.03 -0.42 0.18 0.383
H -4.6582 2.2403 -3.1569 -0.13 0.07 -0.07 0.224
H -2.9778 2.6872 -3.5504 -0.09 -0.08 -0.16 0.306
H -3.2489 -0.1255 -0.5132 -0.08 -0.01 -0.02 0.368
H -4.7363 0.7679 -0.8833 -0.03 -0.07 0.04 0.294
H -3.2959 1.6133 -0.2690 0.06 0.05 -0.19 0.324
H -3.9533 1.7313 -5.4302 -0.01 0.13 -0.01 0.286
H -2.8833 1.0163 -6.6355 -0.09 -0.29 0.03 0.388
H -2.1730 1.6698 -5.1948 -0.22 0.02 0.13 0.222
H -5.0646 -0.6779 -5.7280 0.00 -0.16 -0.03 0.229
H -4.0261 -2.0594 -5.2961 -0.13 0.37 -0.06 0.332
H -3.6688 -1.1191 -6.7354 0.20 0.20 0.00 0.353
H -0.6239 1.5619 -2.7714 -0.29 -0.09 0.07 0.245
H 0.5074 0.2354 -2.6060 -0.24 -0.35 -0.14 0.557
H -0.7792 0.3885 -1.4304 0.15 0.18 -0.15 0.120
H -0.2467 -0.7733 -4.9992 0.00 0.01 0.08 0.308
H -1.3492 -2.0657 -4.5057 0.02 0.29 -0.03 0.321
H 0.0993 -1.7738 -3.5647 -0.05 0.14 0.02 0.404
O 0.7776 -0.9816 0.2492 -2.98 -1.01 2.37 -0.836
P 1.4425 -0.9979 1.6475 5.92 1.57 -3.53 0.782
N 2.0421 0.5959 1.4816 0.05 2.36 0.70 0.309
C 3.1166 0.9625 0.5745 0.39 -0.35 0.06 -0.808
C 0.9766 1.5989 1.3685 -0.14 -0.36 0.22 -1.122
N 2.5766 -2.2046 1.2369 -0.20 -2.25 0.01 0.301
C 3.9516 -1.9791 0.8550 0.39 0.40 0.87 -0.905
C 2.0429 -3.3552 0.5118 -0.63 0.29 -0.22 -1.073
N 2.2069 -1.0166 3.2549 -1.82 -0.71 0.20 0.087
C 2.6803 0.1215 4.0200 -0.33 0.78 0.30 -1.010
C 2.1697 -2.2456 4.0327 -0.34 -0.43 0.11 -1.020
H 3.2787 2.0474 0.5582 -0.44 -0.10 0.13 0.432
H 2.9283 0.6369 -0.4528 0.03 -0.01 -0.16 0.137
H 4.0706 0.5637 0.9140 -0.01 -0.18 -0.09 0.073
H 0.1764 1.3834 2.0854 -0.05 -0.02 -0.10 0.407
H 0.5390 1.6199 0.3649 -0.11 0.01 0.00 0.206
H 1.3512 2.5993 1.6091 0.15 -0.14 -0.01 0.395
H 4.0271 -1.5109 -0.1316 0.06 0.06 -0.08 0.283
H 4.5141 -2.9165 0.8150 -0.26 -0.14 0.03 0.439
H 4.4741 -1.3725 1.6034 -0.07 0.07 -0.21 0.072
H 1.9662 -3.1517 -0.5652 -0.10 -0.11 0.01 0.278
H 1.0412 -3.6194 0.8837 0.26 0.15 -0.25 0.346
H 2.6676 -4.2397 0.6522 0.22 0.13 0.13 0.355
H 3.6111 0.5152 3.5973 -0.23 0.00 -0.21 0.249
H 2.9058 -0.1373 5.0615 -0.22 -0.37 -0.14 0.413
H 1.9314 0.9175 4.0622 0.26 0.04 -0.04 0.318
H 3.1796 -2.6612 4.1294 -0.03 0.09 0.00 0.214
H 1.5407 -3.0069 3.5606 0.25 0.15 -0.05 0.305
H 1.7558 -2.0866 5.0356 0.07 0.07 -0.07 0.470
O 6.4776 -0.5739 3.0338 -3.02 -1.02 2.38 -1.024
P 7.1425 -0.5902 4.4321 5.88 1.65 -3.47 0.991
N 7.7421 1.0036 4.2662 0.07 2.32 0.69 0.175
C 8.8166 1.3702 3.3591 0.34 -0.33 0.02 -1.089
C 6.6766 2.0066 4.1531 -0.15 -0.33 0.20 -1.224
N 8.2766 -1.7969 4.0215 -0.11 -2.18 0.04 0.242
C 9.6516 -1.5714 3.6396 0.30 0.27 0.77 -1.123
C 7.7429 -2.9475 3.2964 -0.60 0.24 -0.27 -1.013
N 7.9069 -0.6090 6.0395 -1.82 -0.71 0.15 0.089
C 8.3803 0.5292 6.8046 -0.37 0.74 0.37 -0.964
C 7.8697 -1.8379 6.8174 -0.35 -0.47 0.14 -1.113
H 8.9787 2.4551 3.3429 -0.43 -0.11 0.13 0.385
H 8.6283 1.0446 2.3318 0.05 -0.01 -0.14 0.247
H 9.7706 0.9714 3.6986 -0.02 -0.17 -0.11 0.314
H 5.8764 1.7911 4.8700 -0.05 -0.02 -0.08 0.379
H 6.2390 2.0276 3.1495 -0.10 0.00 0.00 0.343
H 7.0512 3.0070 4.3937 0.14 -0.15 -0.01 0.394
H 9.7271 -1.1032 2.6530 0.09 0.07 -0.03 0.333
H 10.2141 -2.5088 3.5996 -0.28 -0.13 0.02 0.386
H 10.1741 -0.9648 4.3880 -0.12 0.11 -0.19 0.245
H 7.6662 -2.7440 2.2194 -0.10 -0.11 0.02 0.300
H 6.7412 -3.2117 3.6683 0.26 0.15 -0.24 0.263
H 8.3676 -3.8320 3.4368 0.20 0.13 0.13 0.361
H 9.3111 0.9229 6.3820 -0.27 0.04 -0.19 0.260
H 8.6058 0.2704 7.8461 -0.22 -0.36 -0.18 0.411
H 7.6314 1.3252 6.8468 0.29 0.05 -0.06 0.279
H 8.8796 -2.2535 6.9140 -0.06 0.09 0.02 0.308
H 7.2407 -2.5992 6.3452 0.24 0.15 -0.05 0.294
H 7.4558 -1.6789 7.8202 0.09 0.07 -0.08 0.473
```
Forces are in eV/Å.

## Properties
orbital gap = 3.5 eV
strongest force on any atom = 7.7 eV/A
2S+1 = 1
total charge = -1
DFT total energy = -80518.23213 eV

Entry from OMol25: C30H70AsBF6N2NaO6Sn as an isolated structure at a distorted geometry (ωB97M-V/def2-TZVPD).

```
118
Properties=species:S:1:pos:R:3:forces:R:3:mulliken_charge:R:1
Na -1.2175 3.2305 -0.4557 0.30 0.32 0.66 0.255
Sn -0.5716 -4.0611 -1.5158 0.33 2.74 -0.03 1.473
B -1.5342 4.8522 1.4678 0.70 0.32 0.56 1.062
H -1.9654 5.4323 2.4058 -0.20 0.41 0.34 -0.232
H -1.7345 3.7215 1.6192 -0.50 -1.73 0.23 -0.551
H -2.0273 5.1988 0.4722 -0.84 0.63 -1.64 -0.387
H -0.3432 4.9547 1.3688 0.69 0.16 -0.09 -0.362
As -0.7157 0.0469 0.5368 1.04 2.16 1.29 1.989
F 0.9898 -0.2930 0.6208 -0.14 -0.37 -0.35 -0.286
F -0.4569 0.9031 -1.0021 -0.41 -0.66 0.16 -0.330
F -2.3982 0.4407 0.4747 0.01 -0.43 -0.53 -0.536
F -0.9233 -0.6880 2.0832 -0.14 -0.51 -0.34 -0.551
F -0.3958 1.5740 1.3163 -0.18 -0.51 -0.40 -0.499
F -0.9679 -1.4648 -0.3258 -0.10 -0.62 -0.26 -0.126
C 3.8163 -4.5321 -4.1097 -0.08 -0.15 -0.07 -1.265
C 2.4990 -4.5240 -3.3358 0.35 0.11 -0.19 -0.599
N 1.7147 -3.2739 -3.4777 -0.15 -0.17 1.20 0.840
C 1.3355 -2.9088 -4.8335 -1.35 0.14 -0.44 -0.346
C 0.2170 -3.8101 -5.3715 0.93 -0.07 -0.26 -1.072
C 2.4190 -2.1744 -2.7953 0.15 0.73 0.64 -1.724
C 1.5228 -0.9916 -2.4773 -0.08 -0.08 0.00 0.319
H 3.6466 -4.4575 -5.1839 -0.06 0.03 0.01 0.309
H 4.3187 -5.4864 -3.9531 0.09 0.07 0.12 0.428
H 4.4779 -3.7204 -3.8152 0.05 -0.06 0.07 0.298
H 1.9463 -5.4209 -3.6298 -0.39 0.26 -0.09 0.368
H 2.6851 -4.5952 -2.2610 0.15 -0.20 -0.02 0.408
H 0.9038 -1.9092 -4.8705 0.18 0.09 0.68 -0.061
H 2.1820 -2.8318 -5.5231 0.15 -0.44 0.13 0.546
H -0.5332 -4.0296 -4.6094 0.02 0.11 0.08 -0.049
H -0.2793 -3.2683 -6.1744 -0.09 -0.30 -0.14 0.441
H 0.6389 -4.7446 -5.7439 -0.28 -0.07 -0.12 0.377
H 3.3113 -1.8260 -3.3281 -0.17 -0.16 -0.42 0.262
H 2.8213 -2.5127 -1.8359 -0.19 -0.43 -0.06 0.529
H 1.2304 -0.4154 -3.3542 0.00 0.01 0.00 0.545
H 2.0067 -0.3241 -1.7662 0.10 0.03 -0.08 0.204
H 0.6117 -1.3329 -1.9825 -0.02 0.03 -0.06 -0.653
C 2.5101 2.6699 -0.7775 -0.59 -0.04 -0.23 -1.132
C 1.7590 2.8788 -2.0962 0.78 0.22 0.35 -0.227
N 0.6520 3.8176 -2.0191 -0.93 0.62 -0.56 0.807
C 1.0060 5.1574 -1.5060 0.63 -0.04 1.11 -0.635
C 2.2268 5.8113 -2.1425 -0.09 0.42 -0.10 -1.423
C 0.0403 3.9905 -3.3569 -0.11 -0.20 0.68 -1.209
C -0.7175 2.7465 -3.7901 -0.47 0.22 -0.74 -0.671
H 3.3373 1.9966 -1.0068 0.09 -0.02 0.32 0.475
H 1.8579 2.2390 -0.0158 0.06 -0.12 -0.01 -0.028
H 2.8911 3.6039 -0.3686 0.15 -0.01 -0.11 0.555
H 2.5169 3.2063 -2.8264 -0.17 0.08 -0.19 0.398
H 1.3869 1.9198 -2.4505 -0.13 -0.02 0.06 -0.480
H 0.1403 5.8219 -1.5130 -0.14 -0.18 -0.52 0.572
H 1.1540 5.0810 -0.4242 0.25 -0.21 -0.07 0.279
H 2.0668 6.0769 -3.1895 0.06 -0.15 -0.05 0.306
H 2.4516 6.7504 -1.6340 -0.12 -0.03 0.08 0.452
H 3.1271 5.2037 -2.0576 -0.04 -0.09 -0.07 0.278
H 0.8055 4.3224 -4.0679 -0.10 -0.28 -0.29 0.364
H -0.6863 4.8015 -3.2846 0.07 0.07 0.07 0.504
H -0.0828 1.9059 -4.0685 0.01 -0.06 0.19 0.365
H -1.3523 2.9747 -4.6540 0.32 0.11 -0.19 0.556
H -1.4609 2.4442 -3.0486 0.37 -0.12 0.32 -0.087
C -5.1451 -4.3811 -1.1719 0.90 -0.54 -0.14 -1.313
C -4.4082 -3.1168 -0.8110 -0.70 -0.27 0.33 0.581
O -3.2224 -2.9858 -1.0731 0.74 -0.38 -0.04 -0.278
C -5.1905 -2.0137 -0.1599 0.75 0.15 -0.56 -0.664
H -5.8632 -4.2488 -1.9805 -0.08 0.25 0.10 0.333
H -5.6448 -4.8565 -0.3287 -0.14 0.31 0.10 0.383
H -4.3726 -5.0715 -1.5177 -0.21 -0.15 -0.12 0.253
H -5.9594 -1.7540 -0.8923 -0.24 0.16 0.30 0.323
H -4.5166 -1.1735 0.0011 -0.17 0.10 0.09 -0.105
H -5.6387 -2.3154 0.7843 -0.15 -0.15 -0.10 0.432
C 2.7611 1.3533 3.0970 -0.48 -0.06 -0.23 -0.778
C 2.6993 2.6403 3.9124 0.32 0.10 -0.46 0.557
O 1.7924 3.4208 3.8229 -0.21 -0.09 0.00 -0.508
C 3.9049 2.9121 4.7748 0.19 -0.03 0.18 -1.375
H 3.3117 1.5150 2.1655 0.40 0.09 0.25 0.596
H 1.7783 1.0488 2.7349 -0.19 0.13 0.36 -0.097
H 3.2155 0.5515 3.6804 0.16 -0.03 -0.13 0.453
H 4.8108 3.0045 4.1700 -0.07 -0.14 -0.12 0.342
H 4.0573 2.0667 5.4501 0.07 0.10 0.10 0.325
H 3.7893 3.8401 5.3284 -0.16 -0.07 0.08 0.359
C 0.1110 -0.0269 5.6348 0.48 -0.77 -0.89 -0.261
C -0.0820 -1.3393 6.3649 -0.44 0.25 -0.13 0.873
O -0.8409 -2.1734 5.9160 0.23 -0.24 0.02 -0.550
C 0.6245 -1.5077 7.6750 0.18 0.07 0.60 -1.450
H -0.4568 -0.0828 4.7071 -0.56 0.34 0.32 -0.479
H 1.1209 0.0576 5.2132 0.27 0.09 0.69 0.216
H -0.1210 0.8363 6.2508 -0.03 0.12 -0.16 0.589
H 0.4136 -0.6336 8.2966 0.20 0.10 -0.09 0.361
H 1.7058 -1.5639 7.5288 0.00 0.18 -0.06 0.311
H 0.3271 -2.3736 8.2631 -0.21 -0.18 -0.39 0.377
C -3.0284 -0.2521 -2.7723 0.19 -0.29 -0.10 -0.511
C -2.0674 -0.8869 -3.7317 -0.39 0.06 -0.05 0.643
O -1.3806 -1.8580 -3.4615 0.29 -0.70 0.35 0.135
C -2.0589 -0.3113 -5.1158 0.21 0.14 -0.55 -1.233
H -2.8684 0.8245 -2.7955 -0.14 0.00 0.17 0.137
H -2.9287 -0.6696 -1.7757 0.09 0.16 0.00 -0.533
H -4.0356 -0.4523 -3.1495 -0.03 0.12 -0.01 0.648
H -3.0142 -0.5194 -5.6051 -0.08 -0.01 0.15 0.437
H -1.2795 -0.7233 -5.7554 0.07 -0.18 0.21 0.202
H -1.9419 0.7726 -5.1180 -0.10 -0.02 0.20 0.145
C -3.6516 1.5472 3.1463 0.72 -0.80 -0.44 -0.764
C -2.8030 1.4274 4.3894 -0.78 0.31 0.50 0.993
O -1.9237 2.1989 4.6723 0.28 -0.18 -0.17 -0.502
C -3.2999 0.3932 5.3955 0.45 -0.01 0.18 -1.209
H -3.2307 2.2458 2.4226 -0.37 0.56 0.47 -0.038
H -4.6661 1.7028 3.5120 -0.09 0.44 -0.42 0.538
H -3.6501 0.5999 2.5946 -0.14 -0.22 0.35 0.020
H -4.3861 0.4223 5.4793 -0.02 -0.11 -0.13 0.462
H -2.8743 0.6118 6.3747 0.01 0.07 -0.03 0.291
H -2.9729 -0.6152 5.1307 -0.14 -0.01 -0.16 0.201
C 2.8886 -2.3466 1.8986 0.36 0.44 -0.73 -0.605
C 1.5840 -3.0739 1.8981 -0.08 0.29 0.00 0.916
O 1.0747 -3.4265 0.8426 -0.60 -0.59 -1.18 -0.526
C 0.8930 -3.2600 3.2090 -0.06 0.07 -0.45 -0.685
H 3.3166 -2.2271 0.9015 -0.25 -0.43 -0.14 0.172
H 3.6587 -2.8008 2.5194 -0.24 0.14 0.39 0.514
H 2.6719 -1.3098 2.1668 0.08 -0.09 0.59 -0.253
H 0.5920 -2.2762 3.5737 0.22 0.07 0.18 -0.241
H 1.5934 -3.7297 3.8987 -0.22 0.05 0.24 0.496
H -0.0329 -3.8146 3.0825 0.13 -0.25 0.09 0.302
```
Forces are in eV/Å.

## Properties
orbital gap = 3.5 eV
strongest force on any atom = 2.8 eV/A
2S+1 = 1
total charge = +1
DFT total energy = -135573.37058 eV

Entry from OMol25: one molecule with the formula C6H6O at a distorted geometry (ωB97M-V/def2-TZVPD).

```
13
Properties=species:S:1:pos:R:3:forces:R:3:mulliken_charge:R:1
O -0.5217 2.0515 1.2577 0.18 -0.81 0.21 -0.516
C -0.1172 0.9535 0.5241 1.27 0.71 0.08 0.507
C 0.5558 -0.1141 1.1324 0.05 0.43 -0.70 -0.477
C 0.6412 -1.2799 0.3871 -0.85 -0.35 0.74 -0.306
C -0.0444 -1.3684 -0.8153 0.40 -0.15 -1.10 -0.517
C -0.3496 -0.2075 -1.5237 1.02 0.20 0.57 -0.200
C -0.2088 1.0133 -0.8565 -2.21 -0.09 0.49 -0.618
H -0.7411 1.6601 2.1178 0.10 0.61 -0.05 0.335
H 1.0929 0.0831 2.0523 -0.30 -0.38 0.24 0.402
H 1.0998 -2.1707 0.7923 0.05 0.00 0.12 0.355
H -0.2515 -2.3285 -1.2736 0.40 -0.01 -0.05 0.355
H -0.5340 -0.2477 -2.5855 -0.45 0.00 -0.03 0.364
H -0.6217 1.9553 -1.2090 0.33 -0.15 -0.51 0.317
```
Forces are in eV/Å.

## Properties
orbital gap = 9.5 eV
strongest force on any atom = 2.3 eV/A
2S+1 = 1
ΔE to the lowest compared entry with this formula, charge and spin = 0.647 eV
DFT total energy = -8365.85939 eV